Formula: C4H6O7Rb4S
Source: the Open Molecules 2025 dataset
Level of theory: ωB97M-V/def2-TZVPD

```
22
Properties=species:S:1:pos:R:3:mulliken_charge:R:1
Rb 2.08 1.06 2.34 0.866
Rb 1.74 -2.08 3.92 1.017
Rb -1.99 -0.63 1.41 1.166
Rb -0.30 -3.14 0.00 0.998
S 0.89 -1.19 1.43 1.919
O 1.04 -1.67 0.07 -0.979
O 0.23 -2.30 2.23 -1.129
O 2.24 -0.87 2.00 -1.071
O -0.03 -0.11 1.42 -1.077
C -1.84 0.23 -1.40 -1.598
C -0.71 0.87 -0.69 0.695
C 0.60 0.22 -0.79 0.927
O 1.15 1.08 -1.77 -0.404
C 0.55 2.29 -1.77 0.557
O 0.93 3.38 -2.20 -0.538
O -0.50 2.25 -0.98 -0.503
H -2.01 -0.82 -1.18 0.222
H -1.94 0.38 -2.47 0.428
H -2.81 0.63 -1.12 0.483
H -1.03 0.96 0.35 0.179
H 0.62 -0.85 -0.97 0.368
H 1.11 0.31 0.16 -0.525
```

- net charge = +2
- relative energy (zero: lowest compared OMol25 entry of this formula, charge and spin) (eV) = 15.163
- HOMO level (eV) = -15.410
- LUMO level (eV) = -6.539